DFT (ωB97M-V with the def2-TZVPD basis set) results for a cluster of 2 separate species, C2H8N3 in total.

* HOMO level (alpha / beta): -14.2 / -14.3 eV
* charge: +1
* energy relative to the best compared isomer or geometry (same formula, charge and spin): 180.1 kcal/mol

Last column: natural (NBO) charge in e.
Atoms and positions in Å:
N: -1.57 0.77 -0.18  -0.789
H: -1.84 0.95 -1.15  0.415
N: 1.39 1.02 0.30  -0.470
N: 1.17 -0.19 -0.15  -0.070
H: 3.31 -1.42 0.13  0.050
C: -1.32 -0.60 0.10  -0.266
C: 0.21 -0.97 -0.02  0.162
H: -1.10 1.52 0.36  0.370
H: -1.68 -1.23 -0.69  0.253
H: -1.60 -0.97 1.13  0.265
H: 0.48 -2.05 -0.26  0.261
H: 0.54 1.58 0.74  0.394
H: 1.99 1.59 -0.32  0.425